Model i:
C33H24Cl8InN2O2 as an isolated structure. Source: the OMol25 dataset; level of theory: the ωB97M-V functional and the def2-TZVPD basis.

Each line ends with the Löwdin charge.
CARTESIAN COORDINATES (ANGSTROEM)
1 In 0.2734 0.0110 -0.2753  0.9150
2 Cl 1.3785 4.9053 5.0768  0.6757
3 C 0.8162 3.4972 4.3484  -0.7556
4 C -0.5755 3.3943 4.0573  -0.1099
5 C -1.0320 2.4848 3.1404  -0.0013
6 C -0.1786 1.5325 2.4742  -0.3548
7 O -0.6771 0.6538 1.6564  -0.1403
8 C 1.1611 1.5260 2.8966  -0.1279
9 C 2.0448 0.4981 2.4275  -0.0909
10 N 1.6597 -0.4945 1.7549  0.0703
11 C 2.5789 -1.5075 1.5089  -0.2579
12 C 3.3232 -2.0047 2.5350  -0.0519
13 C 4.1780 -3.1331 2.3425  -0.0996
14 C 4.3695 -3.6849 1.1376  -0.0531
15 C 3.6213 -3.1603 0.0074  -0.1444
16 C 3.6661 -3.8045 -1.2532  -0.0036
17 C 2.8728 -3.2713 -2.2422  -0.0351
18 C 2.1271 -2.1204 -1.9994  -0.1105
19 N 2.1353 -1.5558 -0.8351  0.0815
20 C 2.8091 -2.0377 0.1749  -0.1968
21 C 1.6315 2.6259 3.7110  -0.0723
22 H -1.3830 4.0857 4.4424  0.1220
23 H -2.0887 2.5321 2.9456  0.1104
24 H 3.1316 0.5541 2.7160  0.1495
25 H 3.1486 -1.5885 3.5398  0.1244
26 H 4.7526 -3.5122 3.2299  0.1195
27 H 5.0005 -4.5730 0.9806  0.1148
28 H 4.1721 -4.7141 -1.4542  0.1033
29 H 2.9859 -3.7786 -3.2645  0.1345
30 H 1.6298 -1.6168 -2.7749  0.0791
31 H 2.7123 2.7527 3.8201  0.1103
32 Cl -1.1983 -3.2349 -3.6821  0.4947
33 C -0.8122 -1.6860 -4.4801  -0.9565
34 Cl -1.4946 -1.7497 -6.1798  0.4242
35 H 0.2186 -1.4780 -4.5334  -0.0088
36 H -1.2892 -0.9018 -3.8475  0.0095
37 Cl -4.2101 -3.2067 4.5512  0.5505
38 C -3.0658 -2.8397 3.1959  -0.6418
39 C -1.8290 -3.4554 3.0822  -0.6953
40 Cl -1.3931 -4.6250 4.2915  0.6414
41 C -0.9904 -3.1249 2.0094  -0.5355
42 Cl 0.6159 -3.8547 1.9116  0.7510
43 C -1.3558 -2.1667 1.0416  -0.4612
44 O -0.5955 -1.9364 0.0227  -0.1956
45 C -2.6897 -1.5725 1.1757  -0.6206
46 Cl -3.2078 -0.6476 -0.1674  0.7845
47 C -3.4970 -1.9648 2.1739  -0.7253
48 Cl -5.1532 -1.5273 2.1646  0.6731
49 C 0.3462 2.9636 -3.4835  -0.0774
50 C -0.0964 2.4402 -2.1359  -0.6667
51 C 0.4062 3.3072 -1.0144  -0.0895
52 C 0.3677 1.0058 -2.1178  -0.2319
53 C -1.6295 2.3791 -2.1663  -0.2061
54 C -2.4199 3.0695 -1.3325  -0.0472
55 C -3.8168 2.9155 -1.3509  -0.0910
56 C -4.3944 2.1200 -2.2966  -0.1516
57 C -3.6196 1.4005 -3.1552  -0.1084
58 C -2.2428 1.5923 -3.1835  -0.0300
59 H 1.4290 3.0196 -3.5457  0.0761
60 H 0.0611 4.0141 -3.6272  0.0872
61 H -0.0247 2.3858 -4.3265  0.0728
62 H 1.4555 3.5856 -1.1094  0.0841
63 H 0.2280 2.8974 -0.0477  0.0377
64 H -0.0721 4.3268 -0.9165  0.0909
65 H 1.4665 0.9563 -2.2516  -0.0240
66 H -2.0011 3.6219 -0.4639  0.1158
67 H -4.5085 3.5435 -0.8295  0.0904
68 H -5.4698 1.9922 -2.4531  0.1042
69 H -4.1874 0.8212 -3.8713  0.0998
70 H -1.5754 1.1183 -3.8761  0.0727

LUMO energy (eV): 1.79
HOMO energy (hartree): -0.1360
Net charge: -1
M (g mol⁻¹): 879.01


Model ii:
C33H24Cl8InN2O2 as an isolated structure. Source: the OMol25 dataset; level of theory: the ωB97M-V functional and the def2-TZVPD basis.

Each line ends with the Löwdin charge.
CARTESIAN COORDINATES (ANGSTROEM)
1 In 0.3200 0.7966 0.4770  0.9922
2 Cl 3.5099 -3.8025 5.4872  0.5917
3 C 3.1140 -2.7350 4.1779  -0.7252
4 C 3.9549 -1.6116 3.9731  -0.1347
5 C 3.6229 -0.6767 2.9617  -0.0222
6 C 2.5063 -0.7793 2.0855  -0.4022
7 O 2.2818 0.1228 1.2406  -0.1647
8 C 1.6404 -1.9596 2.2951  -0.1233
9 C 0.5580 -2.2560 1.3872  -0.1735
10 N 0.2920 -1.5339 0.3618  -0.0079
11 C -0.4157 -2.0960 -0.6521  -0.2425
12 C -0.4356 -3.4541 -0.9217  -0.0449
13 C -1.1658 -4.0627 -1.9528  -0.0847
14 C -2.0724 -3.3226 -2.7543  -0.0420
15 C -1.9257 -1.8665 -2.6237  -0.1668
16 C -2.5405 -0.8485 -3.4273  -0.0632
17 C -2.3744 0.4657 -3.3035  -0.0470
18 C -1.6001 0.8595 -2.1237  -0.1678
19 N -1.0301 0.0695 -1.3180  0.0659
20 C -1.1910 -1.3033 -1.5785  -0.1496
21 C 1.9692 -2.8488 3.3818  -0.0830
22 H 4.8955 -1.5012 4.5969  0.1048
23 H 4.1767 0.1791 2.7633  0.0769
24 H -0.0416 -3.1414 1.5349  0.1089
25 H 0.1765 -4.1115 -0.3660  0.0883
26 H -1.2049 -5.1223 -1.9735  0.0819
27 H -2.6046 -3.8711 -3.5556  0.0959
28 H -3.0355 -1.2499 -4.3330  0.1209
29 H -2.6870 1.3111 -3.9909  0.1296
30 H -1.5105 1.9332 -2.0614  0.1063
31 H 1.1841 -3.6130 3.5427  0.1058
32 Cl -0.2741 5.1818 -2.0319  0.4895
33 C 1.3927 4.5901 -1.8383  -1.0488
34 Cl 2.2767 4.7568 -3.3247  0.5459
35 H 1.3778 3.5730 -1.5595  -0.0484
36 H 1.9204 5.2332 -1.1005  0.0376
37 Cl 6.9753 1.0238 -3.2479  0.6112
38 C 5.3241 1.2263 -2.7180  -0.6926
39 C 5.0369 1.8800 -1.4949  -0.6352
40 Cl 6.3105 2.8161 -0.6762  0.6075
41 C 3.7452 1.9853 -0.9925  -0.6278
42 Cl 3.3330 2.8013 0.4417  0.7662
43 C 2.6694 1.4097 -1.7316  -0.4961
44 O 1.4587 1.5105 -1.3707  -0.2147
45 C 2.9520 0.7369 -2.9694  -0.6019
46 Cl 1.6770 -0.1486 -3.7160  0.7438
47 C 4.2199 0.6978 -3.4607  -0.6925
48 Cl 4.6375 -0.0364 -4.9780  0.6457
49 C -3.4159 2.4280 2.4259  -0.0483
50 C -2.2367 1.4853 2.0136  -0.6249
51 C -1.6332 1.0457 3.3256  -0.0864
52 C -1.2334 2.2251 1.1463  0.0031
53 C -2.8942 0.3668 1.2661  -0.2324
54 C -2.6357 -0.9562 1.5918  -0.0414
55 C -3.1900 -1.9704 0.8334  -0.0570
56 C -3.9861 -1.5981 -0.2676  -0.0554
57 C -4.1660 -0.2347 -0.6215  -0.0894
58 C -3.6919 0.7089 0.1966  -0.0835
59 H -3.0145 3.4162 2.6707  0.0843
60 H -4.1362 2.1326 3.1563  0.0777
61 H -4.0691 2.6472 1.5768  0.0627
62 H -1.2144 1.9338 3.8706  0.1011
63 H -0.7492 0.2969 3.2644  0.1031
64 H -2.3402 0.6020 4.0465  0.0971
65 H -0.6865 2.9875 1.7417  0.0362
66 H -2.0863 -1.1648 2.5546  0.1246
67 H -2.9865 -2.9490 1.1667  0.0949
68 H -4.3545 -2.3224 -0.9747  0.0952
69 H -4.7644 -0.0214 -1.5011  0.1103
70 H -3.9150 1.7330 -0.0442  0.1152

LUMO energy (alpha / beta) (eV): 2.17 / 1.13
HOMO energy (alpha / beta) (hartree): -0.1750 / -0.0890
Net charge: -1
M (g mol⁻¹): 879.01


Quick one: least stable of them? model ii


Model i:
One molecule with the formula C5H7BrN2. Source: the OMol25 dataset; level of theory: the ωB97M-V functional and the def2-TZVPD basis.

Each line ends with the Löwdin charge.
CARTESIAN COORDINATES (ANGSTROEM)
1 C 1.6599 -2.0997 -0.1532  -0.0551
2 C 0.8686 -0.8351 -0.1295  -0.4773
3 N 1.2824 0.2631 -0.7636  0.0023
4 N 0.4721 1.3173 -0.6181  -0.0212
5 C -0.6366 1.0808 0.0409  -0.1819
6 C -1.8373 1.8176 0.3278  -0.0562
7 C -0.3234 -0.7001 0.5884  -0.6203
8 Br -1.6346 -1.7767 1.1801  0.7571
9 H 1.7342 -2.5590 -1.1893  0.1017
10 H 2.7123 -1.9827 0.1478  0.0787
11 H 1.1034 -2.6440 0.6093  0.0474
12 H 0.7912 2.1997 -1.1413  0.2052
13 H -1.5700 2.7954 0.5741  0.0657
14 H -2.3420 1.8499 -0.6074  0.0857
15 H -2.2802 1.2735 1.1340  0.0682

LUMO energy (eV): 0.80
HOMO energy (hartree): -0.2769
SMILES string: Cc1n[nH]c(C)c1Br
Net charge: 0
M (g mol⁻¹): 175.03


Model ii:
One molecule with the formula C5H7BrN2. Source: the OMol25 dataset; level of theory: the ωB97M-V functional and the def2-TZVPD basis.

Each line ends with the Löwdin charge.
CARTESIAN COORDINATES (ANGSTROEM)
1 C -2.1581 -0.8823 0.9058  -0.1515
2 C -0.9526 1.0395 0.4696  -0.0487
3 C -4.3688 0.2584 0.9822  -0.5273
4 C 0.2335 1.6113 -0.2245  -0.1540
5 C 0.0975 -1.2790 0.1966  -0.0106
6 N -3.2933 -0.2953 0.7329  -0.0930
7 N -0.9890 -0.2972 0.5323  -0.1939
8 Br -5.5866 0.0984 -0.4790  0.5448
9 H -2.1563 -1.8842 1.2049  0.1198
10 H 1.0851 0.9405 -0.4738  0.0420
11 H 0.0354 2.1340 -1.1828  0.0782
12 H 0.7809 2.4204 0.4440  0.1114
13 H -0.3980 -2.2505 0.1845  0.0757
14 H 0.5070 -0.9900 -0.7335  0.0535
15 H 0.8768 -1.0899 1.1042  0.1537

LUMO energy (alpha / beta) (eV): -0.32 / -0.32
HOMO energy (alpha / beta) (hartree): -0.2997 / -0.2997
Net charge: 0
M (g mol⁻¹): 175.03


Quick one: least stable of them? model ii


Model i:
One molecule with the formula C4H3FO. Source: the OMol25 dataset; level of theory: the ωB97M-V functional and the def2-TZVPD basis.

Each line ends with the Löwdin charge.
CARTESIAN COORDINATES (ANGSTROEM)
1 O -0.1982 -0.4710 3.0079  0.0566
2 C -0.8325 -0.7151 1.9932  -0.2666
3 C -0.3433 -0.1158 0.8081  0.0403
4 C 0.2177 0.1838 -0.2390  0.0644
5 C 0.6433 0.4916 -1.5986  -0.2268
6 F 0.8787 1.8261 -1.7043  -0.0214
7 H -1.6695 -1.4056 1.9725  0.1168
8 H 1.4843 -0.0148 -1.9323  0.0968
9 H -0.1805 0.2208 -2.3075  0.1399

LUMO energy (eV): -0.25
HOMO energy (hartree): -0.3826
SMILES string: O=CC#CCF
Net charge: 0
M (g mol⁻¹): 86.07


Model ii:
One molecule with the formula C4H3FO. Source: the OMol25 dataset; level of theory: the ωB97M-V functional and the def2-TZVPD basis.

Each line ends with the Löwdin charge.
CARTESIAN COORDINATES (ANGSTROEM)
1 F 0.3230 -1.8008 -1.1497  0.1243
2 C 0.2177 -0.7474 -0.4171  -0.3815
3 C -0.9287 -0.3878 0.0806  -0.0067
4 C -0.6576 0.8984 0.4964  -0.0784
5 O 0.6949 1.1405 0.5583  0.0539
6 C 1.2371 0.1544 -0.0355  -0.0912
7 H -1.8181 -0.7005 -0.4321  0.1360
8 H -1.3265 1.5028 1.0903  0.1202
9 H 2.2582 -0.0596 -0.1913  0.1234

LUMO energy (eV): 1.02
HOMO energy (hartree): -0.3106
SMILES string: Fc1ccoc1
Net charge: 0
M (g mol⁻¹): 86.07


Model iii:
One molecule with the formula C4H3FO. Source: the OMol25 dataset; level of theory: the ωB97M-V functional and the def2-TZVPD basis.

Each line ends with the Löwdin charge.
CARTESIAN COORDINATES (ANGSTROEM)
1 C -1.7519 0.2081 -1.0073  0.1472
2 C -0.8618 0.4518 -0.2335  -0.0585
3 C 0.4037 0.5344 0.5908  -0.3322
4 F 1.1503 1.6032 0.2420  0.0276
5 C 1.0677 -0.8175 0.2171  -0.2391
6 O 1.7115 -0.9021 -0.7659  0.1026
7 H -2.5461 -0.0388 -1.6339  0.0218
8 H 0.0942 0.7320 1.6606  0.1582
9 H 0.7324 -1.7711 0.9301  0.1725

LUMO energy (eV): 0.48
HOMO energy (hartree): -0.3771
SMILES string: C#C[C@H](F)C=O
Net charge: 0
M (g mol⁻¹): 86.06


Quick one: least stable of them? model iii